{
  "formula": "C37H40N2O6S2",
  "method": "ωB97M-V/def2-TZVPD",
  "e_homo_ev": -5.95,
  "gap_ev": 3.919,
  "symbols": ["S", "S", "O", "O", "O", "O", "O", "O", "N", "N", "C", "C", "C", "C", "C", "C", "C", "C", "C", "C", "C", "C", "C", "C", "C", "C", "C", "C", "C", "C", "C", "C", "C", "C", "C", "C", "C", "C", "C", "C", "C", "C", "C", "C", "C", "C", "C", "H", "H", "H", "H", "H", "H", "H", "H", "H", "H", "H", "H", "H", "H", "H", "H", "H", "H", "H", "H", "H", "H", "H", "H", "H", "H", "H", "H", "H", "H", "H", "H", "H", "H", "H", "H", "H", "H", "H", "H"],
  "xyz": [[-1.544, -3.438, 2.627], [0.384, -2.619, 0.398], [1.311, -3.045, 1.432], [4.335, 3.868, -1.606], [-2.231, -1.863, 0.582], [0.717, -1.490, -0.459], [-2.812, -3.013, 3.202], [-1.407, -4.804, 2.140], [2.143, 4.493, -1.271], [1.104, 2.504, -1.187], [-4.450, 0.265, -1.407], [1.058, -4.283, 5.625], [0.153, -3.983, -0.749], [-5.374, 2.708, -0.421], [0.811, 3.945, -1.080], [6.372, 0.365, -2.033], [0.776, -1.880, 5.551], [-3.407, -2.732, 0.201], [-0.117, 4.477, -2.197], [2.402, 5.911, -1.211], [3.152, 3.584, -1.435], [-0.079, -2.009, 4.455], [-6.293, 1.756, -0.895], [3.101, 1.272, -0.327], [7.304, 0.696, -1.040], [-5.810, 0.530, -1.368], [6.863, 1.162, 0.207], [-3.524, 1.154, -0.803], [-0.225, -6.076, -2.563], [-2.131, 0.825, -0.763], [0.188, -4.422, 4.539], [4.572, 1.005, -0.549], [-4.028, 2.390, -0.302], [-0.086, -4.764, -3.022], [0.283, 4.317, 0.320], [-1.159, 1.806, -0.811], [0.191, 1.542, -0.982], [2.519, 2.190, -1.402], [-0.350, -3.276, 3.950], [5.004, 0.499, -1.780], [0.100, -3.717, -2.121], [-1.188, -2.325, 1.251], [0.037, -5.296, -0.294], [1.341, -3.015, 6.139], [-7.768, 2.021, -0.921], [5.495, 1.290, 0.460], [-0.181, -6.336, -1.194], [-4.003, -2.068, -0.426], [4.264, 0.244, -2.543], [-0.325, -7.341, -0.803], [-6.524, -0.215, -1.721], [-1.494, 2.842, -0.802], [0.203, -2.690, -2.467], [-1.005, 3.855, -2.335], [0.545, 0.513, -1.014], [8.374, 0.598, -1.237], [7.579, 1.429, 0.985], [0.079, -5.504, 0.769], [-5.727, 3.696, -0.124], [2.943, 1.755, 0.653], [-3.037, -3.604, -0.352], [-0.631, 3.775, 0.571], [0.981, -0.885, 5.944], [-0.131, -4.537, -4.086], [-0.554, -1.148, 3.989], [1.850, 6.445, -1.997], [-8.190, 1.720, -1.888], [-3.950, -2.999, 1.112], [1.040, 4.065, 1.077], [-8.285, 1.428, -0.151], [-4.076, -0.626, -1.914], [2.077, 6.322, -0.246], [-3.343, 3.085, 0.191], [2.645, 1.723, -2.398], [-0.080, -5.403, 4.148], [-0.433, 5.501, -1.947], [-7.994, 3.081, -0.766], [1.497, -5.174, 6.074], [-1.821, -0.210, -0.865], [0.449, 4.494, -3.139], [-0.384, -6.892, -3.268], [2.548, 0.319, -0.342], [6.705, 0.004, -3.009], [0.067, 5.393, 0.355], [5.124, 1.648, 1.424], [1.997, -2.906, 7.004], [3.474, 6.081, -1.337]],
  "atomic_forces_ev_per_a": [[0.43, 0.51, -1.37], [-2.45, -1.10, 1.74], [-0.14, 0.27, -0.64], [-1.68, -0.57, 0.29], [-3.15, 0.74, -1.55], [-0.02, 0.47, -0.10], [0.27, -0.13, -0.37], [-0.40, -0.15, 0.76], [0.52, -0.19, 0.09], [-1.51, -1.59, 0.50], [0.39, 0.17, 0.46], [-0.25, 0.15, -0.07], [0.50, -0.02, -0.61], [-0.02, -0.29, 0.05], [-0.04, 0.71, 0.09], [-0.14, -0.03, 0.23], [-0.22, -0.10, -0.16], [1.60, 0.63, 0.31], [0.21, -0.14, -0.14], [-0.26, 0.40, 0.06], [1.06, 0.52, -0.31], [0.15, -0.15, 0.17], [0.40, 0.02, -0.01], [-0.10, -0.19, 0.32], [-0.25, 0.14, 0.12], [0.08, 0.14, -0.13], [-0.13, -0.25, -0.22], [-1.48, 0.43, 0.08], [-0.11, 0.12, 0.01], [1.45, 0.69, -0.91], [0.11, 0.23, -0.07], [0.07, -0.07, -0.03], [0.29, -0.55, -0.36], [-0.05, 0.00, 0.07], [0.18, -0.12, 0.12], [-1.75, 0.05, 0.42], [1.61, 0.96, -0.56], [0.46, 0.13, -0.59], [0.10, 0.09, 0.15], [0.40, 0.23, 0.27], [-0.14, -0.15, 0.19], [3.41, -1.31, 1.75], [-0.02, -0.05, 0.11], [-0.07, -0.02, -0.21], [-0.26, 0.04, -0.09], [0.08, 0.12, -0.44], [0.08, 0.31, -0.04], [0.00, -0.32, 0.08], [0.32, 0.02, 0.15], [0.11, 0.15, -0.18], [0.24, 0.22, -0.08], [0.06, -0.57, 0.00], [0.02, -0.24, 0.05], [0.19, 0.24, 0.00], [-0.01, -0.09, 0.10], [-0.37, 0.04, 0.05], [-0.15, -0.14, -0.24], [0.04, 0.09, -0.19], [0.05, -0.29, 0.10], [0.05, -0.27, -0.24], [-0.19, 0.09, 0.16], [0.22, 0.24, 0.02], [0.02, -0.25, -0.01], [0.03, -0.15, 0.18], [0.20, -0.14, 0.08], [0.20, -0.12, 0.08], [0.06, 0.08, 0.19], [0.18, -0.05, -0.24], [-0.21, 0.14, -0.21], [0.16, 0.22, -0.15], [-0.13, 0.17, 0.34], [0.19, -0.07, -0.15], [-0.28, -0.18, -0.19], [-0.07, 0.28, 0.41], [0.14, 0.29, 0.02], [0.10, -0.36, -0.14], [0.03, -0.23, 0.05], [-0.11, 0.25, -0.06], [-0.10, -0.13, 0.24], [-0.24, 0.00, 0.22], [0.04, 0.22, 0.14], [0.07, 0.24, 0.13], [-0.05, 0.08, 0.34], [0.10, -0.31, 0.04], [0.23, -0.06, -0.28], [-0.12, -0.05, -0.24], [-0.23, -0.15, 0.01]]
}

{
  "formula": "C2H7S",
  "method": "ωB97M-V/def2-TZVPD",
  "e_homo_ev": -2.42,
  "gap_ev": 6.705,
  "charge": -1,
  "symbols": ["S", "C", "C", "H", "H", "H", "H", "H", "H", "H"],
  "xyz": [[0.144, 1.863, 0.372], [0.386, -1.558, -0.887], [-0.617, -1.856, 0.216], [-0.160, -1.994, 1.193], [-0.086, -1.240, -1.812], [0.990, -2.449, -1.117], [-1.318, -1.029, 0.304], [-1.190, -2.771, 0.024], [-0.682, 2.894, 0.615], [1.046, -0.761, -0.556]],
  "atomic_forces_ev_per_a": [[-0.03, 0.01, -0.01], [0.41, -0.46, 0.28], [-0.50, -0.19, -0.13], [0.25, 0.11, 0.02], [-0.16, 0.09, -0.03], [-0.01, 0.17, 0.05], [0.02, 0.10, 0.10], [-0.02, 0.03, -0.15], [0.02, 0.01, 0.01], [0.04, 0.13, -0.14]]
}

{
  "formula": "H2NOP",
  "method": "ωB97M-V/def2-TZVPD",
  "e_homo_ev": [-11.21, -7.76],
  "gap_ev": [10.241, 6.526],
  "symbols": ["P", "O", "N", "H", "H"],
  "xyz": [[-3.921, -0.104, -0.361], [-4.295, -0.013, 1.029], [-0.324, 0.217, -0.100], [-0.508, 1.083, -0.561], [-0.502, -0.610, -0.617]],
  "atomic_forces_ev_per_a": [[0.70, -0.11, -1.86], [-0.57, 0.13, 1.92], [0.55, 0.20, 2.28], [-0.32, 0.32, -1.06], [-0.36, -0.54, -1.28]]
}

{
  "formula": "C2H9NO4",
  "method": "ωB97M-V/def2-TZVPD",
  "e_homo_ev": -10.12,
  "smiles": "O=CNCO.O.O",
  "gap_ev": 10.774,
  "symbols": ["O", "O", "O", "O", "N", "C", "C", "H", "H", "H", "H", "H", "H", "H", "H", "H"],
  "xyz": [[1.239, 2.370, -1.226], [-1.396, -1.460, -0.622], [1.083, 0.184, 0.788], [0.398, -2.668, 1.051], [-0.861, 0.734, -0.414], [-0.285, 0.498, 0.888], [-1.346, -0.321, -1.078], [-0.836, -0.270, 1.327], [-0.424, 1.541, -0.846], [1.759, 3.159, -1.411], [1.876, 1.759, -0.828], [-0.430, 1.405, 1.475], [-1.745, -0.189, -2.091], [-0.422, -2.444, 0.568], [0.214, -3.547, 1.397], [1.178, -0.752, 1.022]],
  "atomic_forces_ev_per_a": [[0.53, 0.16, -0.02], [-0.26, 0.18, 0.10], [0.08, -0.13, 0.32], [-0.40, -0.21, 0.07], [0.26, 0.31, 0.48], [0.50, 1.25, -0.53], [-0.05, -1.00, -0.47], [-0.74, -1.33, 0.89], [-0.54, -0.12, -0.63], [-0.17, 0.06, -0.05], [-0.29, -0.15, 0.11], [0.28, 0.06, -0.03], [0.18, 0.62, 0.00], [0.28, 0.27, -0.18], [0.27, 0.08, 0.12], [0.05, -0.04, -0.16]]
}

{
  "formula": "C2H5FS2",
  "method": "ωB97M-V/def2-TZVPD",
  "e_homo_ev": -9.52,
  "gap_ev": 9.916,
  "symbols": ["S", "S", "F", "C", "C", "H", "H", "H", "H", "H"],
  "xyz": [[0.900, -1.769, -0.677], [2.731, -0.816, -0.340], [-0.211, -0.855, 1.540], [-0.468, 0.756, -0.046], [-0.364, -0.708, 0.207], [-1.614, -1.495, -0.138], [0.537, 1.145, -0.157], [-0.817, 0.996, -1.147], [3.277, -1.535, 0.692], [-1.229, 1.133, 0.699]],
  "atomic_forces_ev_per_a": [[-0.25, 0.98, 0.48], [-0.23, -0.32, 0.12], [0.08, -0.30, 0.73], [-1.56, 0.28, -2.95], [-2.68, -3.22, -1.33], [3.65, 2.40, 0.81], [0.17, 0.56, 1.21], [0.05, -0.79, 2.14], [-0.63, 0.21, -0.39], [1.39, 0.20, -0.84]]
}

{
  "formula": "C3H8N2O2",
  "method": "ωB97M-V/def2-TZVPD",
  "e_homo_ev": -9.41,
  "smiles": "NCC(=O)NCO",
  "gap_ev": 10.158,
  "symbols": ["O", "O", "N", "N", "C", "C", "C", "H", "H", "H", "H", "H", "H", "H", "H"],
  "xyz": [[-1.948, 1.088, 0.407], [1.791, -1.332, 1.124], [1.010, 1.488, -1.113], [-0.664, -0.732, 0.636], [0.538, -1.480, 0.468], [-0.233, 0.782, -1.239], [-1.074, 0.384, -0.061], [1.941, -0.419, 1.403], [-0.986, 1.228, -1.996], [0.753, -1.648, -0.611], [-0.089, -0.198, -1.742], [-1.341, -1.062, 1.313], [0.228, -2.509, 0.804], [1.089, 2.144, -1.871], [1.835, 0.880, -1.114]],
  "atomic_forces_ev_per_a": [[-0.54, -0.47, -0.74], [-0.55, 1.39, 0.49], [0.39, 0.22, 0.64], [0.33, 0.32, 0.20], [-0.62, -3.85, -1.19], [-1.94, -1.79, -3.25], [1.20, 1.73, 2.29], [-0.07, -0.02, -0.12], [1.35, 0.08, 1.44], [-0.11, 0.61, 0.52], [0.27, 0.26, -0.04], [0.34, 0.29, 0.13], [0.39, 0.77, -0.30], [0.21, 0.19, 0.01], [-0.65, 0.26, -0.08]]
}

{
  "formula": "CHFIN",
  "method": "ωB97M-V/def2-TZVPD",
  "e_homo_ev": [-9.59, -9.59],
  "gap_ev": [8.037, 8.037],
  "symbols": ["I", "F", "N", "C", "H"],
  "xyz": [[0.355, -0.468, -2.322], [-0.379, 1.783, 0.523], [0.060, -0.780, 0.737], [0.181, -0.356, -0.362], [-0.217, -0.179, 1.424]],
  "atomic_forces_ev_per_a": [[0.09, 0.26, -0.11], [0.42, -1.61, -0.83], [1.22, -1.94, -3.77], [-0.70, 0.81, 1.70], [-1.03, 2.49, 3.00]]
}

{
  "formula": "C53H53BrIN9O3SeTi",
  "method": "ωB97M-V/def2-TZVPD",
  "e_homo_ev": -12.24,
  "gap_ev": 5.535,
  "charge": 2,
  "symbols": ["I", "Br", "Se", "Ti", "O", "O", "O", "N", "N", "N", "N", "N", "N", "N", "N", "N", "C", "C", "C", "C", "C", "C", "C", "C", "C", "C", "C", "C", "C", "C", "C", "C", "C", "C", "C", "C", "C", "C", "C", "C", "C", "C", "C", "C", "C", "C", "C", "C", "C", "C", "C", "C", "C", "C", "C", "C", "C", "C", "C", "C", "C", "C", "C", "C", "C", "C", "C", "C", "C", "H", "H", "H", "H", "H", "H", "H", "H", "H", "H", "H", "H", "H", "H", "H", "H", "H", "H", "H", "H", "H", "H", "H", "H", "H", "H", "H", "H", "H", "H", "H", "H", "H", "H", "H", "H", "H", "H", "H", "H", "H", "H", "H", "H", "H", "H", "H", "H", "H", "H", "H", "H", "H"],
  "xyz": [[1.303, 3.146, -2.897], [4.827, 2.893, -2.790], [-2.055, -6.432, -4.327], [-0.599, -0.471, 0.738], [-0.616, 1.321, 1.767], [1.044, 0.220, 0.174], [1.626, 2.251, 0.896], [0.535, -1.168, 2.279], [-1.744, 1.007, -0.729], [-3.437, 5.062, -3.246], [-1.309, -4.823, -4.501], [-1.404, -2.668, 0.555], [-0.344, -1.266, -1.384], [-2.322, -6.239, -2.577], [-2.143, -0.650, 2.235], [-4.546, 3.474, -4.360], [1.978, -1.268, 2.350], [-3.449, -0.531, 2.552], [3.942, 3.030, -4.452], [-5.922, -0.613, 2.214], [4.729, -1.569, 2.510], [-3.197, 1.424, -2.599], [2.562, 3.130, -4.561], [-4.894, 4.671, -4.954], [1.492, -4.418, 1.258], [4.728, 3.035, -5.598], [2.620, -2.203, 1.523], [1.848, -3.094, 0.582], [-5.843, 6.312, -6.346], [-0.758, -2.955, -3.042], [2.146, 0.189, 5.606], [-3.626, -0.682, 3.951], [2.703, -0.445, 3.233], [-1.873, -3.390, 1.575], [-2.392, -5.266, 0.190], [-0.146, -2.167, -4.016], [2.542, -3.311, -0.759], [2.104, 0.623, 4.137], [1.931, 1.201, 0.349], [3.296, 0.889, -0.151], [2.759, 3.253, -6.954], [3.997, -2.344, 1.625], [-5.140, 7.310, -5.640], [-4.311, 6.999, -4.589], [-1.478, -0.912, 3.443], [-3.046, 2.802, -2.470], [-0.830, -2.467, -1.739], [-4.576, 1.172, 1.134], [-2.216, 3.253, -1.446], [-2.362, -4.684, 1.436], [2.818, 1.971, 3.992], [0.368, -0.943, -3.644], [-0.130, -1.211, 3.416], [-3.674, 3.782, -3.349], [-2.533, 0.585, -1.731], [-5.737, 4.978, -6.021], [-4.569, -0.302, 1.564], [-1.304, -4.279, -3.314], [-1.598, 2.343, -0.620], [-4.394, -1.243, 0.373], [-1.865, -5.060, -2.251], [0.251, -0.531, -2.324], [-2.393, -0.925, 4.508], [-1.411, -3.253, -0.661], [4.137, 3.147, -6.845], [1.972, 3.244, -5.815], [-1.902, -4.535, -0.891], [4.085, -0.630, 3.290], [-4.189, 5.649, -4.243], [0.897, 3.339, -5.895], [2.393, -4.975, 1.520], [0.638, 0.429, -2.023], [-5.374, 1.342, 0.408], [-4.550, -2.282, 0.673], [-1.102, 1.496, 2.580], [3.778, 0.250, 0.596], [2.292, 3.351, -7.926], [-5.264, 8.343, -5.937], [5.802, 2.958, -5.502], [0.232, 1.872, 1.646], [-3.634, 1.475, 0.683], [-2.641, -0.483, -1.855], [-6.155, 0.084, 3.020], [-3.811, 0.980, -3.371], [1.866, -3.813, -1.456], [0.932, -4.252, 2.181], [-4.569, -0.638, 4.468], [-0.080, -2.531, -5.033], [0.908, -2.593, 0.365], [1.671, -0.777, 5.787], [3.423, -3.947, -0.667], [3.181, 0.094, 5.940], [-1.867, -2.930, 2.550], [-4.765, 1.818, 1.992], [-6.710, -0.518, 1.466], [-4.886, 2.566, -4.618], [-2.716, -5.208, 2.312], [4.504, -3.076, 1.010], [-6.484, 6.605, -7.166], [-2.053, 4.313, -1.313], [3.844, 1.919, 4.355], [5.801, -1.696, 2.587], [1.062, 0.785, 3.849], [-6.281, 4.218, -6.566], [-5.955, -1.628, 2.612], [3.247, 0.334, -1.086], [-2.156, -1.107, 5.545], [4.668, -0.021, 3.969], [-2.775, -6.266, 0.032], [-3.397, -1.174, -0.056], [0.387, -1.486, 4.328], [2.838, 2.319, 2.962], [0.892, -5.049, 0.596], [3.864, 1.806, -0.279], [1.663, 0.932, 6.242], [2.857, -2.366, -1.205], [4.760, 3.155, -7.729], [-5.116, -1.003, -0.410], [-3.772, 7.760, -4.041], [-0.956, 2.704, 0.164], [0.858, -0.291, -4.354], [2.309, 2.724, 4.597]],
  "atomic_forces_ev_per_a": [[-0.07, 0.05, 0.06], [0.03, 0.02, -0.03], [0.02, 0.12, 0.11], [-0.01, -0.21, -0.67], [0.60, 0.43, -0.03], [-0.20, 0.21, 0.00], [-0.31, -0.35, 0.08], [0.15, 0.02, 0.09], [-0.02, -0.06, 0.07], [-0.06, 0.04, -0.08], [-0.06, -0.19, -0.02], [-0.10, -0.05, 0.06], [0.12, -0.02, -0.02], [0.01, -0.06, -0.18], [0.05, 0.19, 0.15], [0.03, 0.10, -0.02], [-0.04, -0.04, 0.03], [-0.04, -0.05, 0.00], [0.05, -0.01, -0.08], [0.00, 0.00, 0.01], [0.01, 0.00, 0.01], [0.02, -0.11, 0.02], [0.01, -0.03, -0.02], [-0.04, -0.13, -0.04], [0.02, -0.04, 0.03], [-0.02, 0.00, 0.01], [0.11, 0.01, 0.06], [-0.09, -0.01, -0.01], [-0.01, -0.01, -0.01], [0.00, -0.02, -0.01], [0.02, -0.05, 0.05], [-0.02, -0.03, -0.04], [0.02, -0.06, -0.05], [0.01, 0.03, -0.02], [-0.03, -0.01, 0.06], [0.02, 0.04, 0.01], [0.04, -0.03, -0.05], [0.00, 0.02, -0.03], [0.08, 0.05, 0.12], [0.02, 0.03, -0.01], [0.01, 0.00, 0.00], [-0.04, 0.01, -0.01], [0.01, 0.00, 0.01], [-0.03, 0.01, -0.01], [-0.06, 0.12, 0.12], [-0.06, 0.16, -0.09], [-0.04, -0.05, 0.06], [-0.02, 0.03, -0.05], [0.10, -0.06, 0.04], [0.00, -0.01, -0.01], [0.01, 0.05, 0.03], [0.00, 0.00, 0.02], [0.02, -0.04, 0.10], [0.04, -0.10, 0.08], [-0.01, 0.02, 0.03], [0.00, 0.03, 0.01], [-0.02, 0.00, 0.08], [0.04, 0.10, 0.00], [0.03, 0.06, -0.04], [-0.01, -0.01, -0.09], [-0.01, 0.03, 0.10], [0.00, -0.05, 0.01], [0.02, -0.07, -0.01], [0.06, 0.05, -0.05], [0.01, -0.01, 0.00], [-0.02, 0.01, -0.01], [0.01, 0.01, -0.03], [-0.01, 0.01, 0.03], [0.09, 0.03, 0.09], [0.01, 0.00, 0.01], [0.01, 0.02, -0.01], [-0.02, 0.00, -0.02], [0.00, 0.00, 0.01], [0.00, 0.01, 0.01], [0.03, -0.03, 0.07], [0.02, 0.01, -0.01], [0.00, 0.00, 0.01], [0.00, -0.01, 0.00], [0.00, 0.01, 0.00], [-0.28, -0.18, 0.05], [-0.01, -0.01, 0.02], [-0.04, -0.02, 0.01], [0.01, 0.00, 0.00], [0.00, 0.01, 0.00], [0.00, 0.00, 0.01], [0.00, 0.00, 0.00], [0.01, 0.01, -0.01], [0.00, -0.01, 0.01], [-0.01, 0.07, -0.03], [-0.02, 0.01, -0.01], [0.00, 0.00, 0.01], [0.00, 0.01, -0.01], [0.00, -0.03, -0.01], [0.00, -0.01, 0.00], [0.01, 0.00, 0.00], [-0.02, -0.01, -0.01], [0.00, 0.00, 0.00], [0.01, 0.01, 0.01], [0.00, 0.00, 0.01], [-0.01, 0.00, -0.02], [-0.01, -0.01, 0.00], [0.00, 0.00, -0.01], [-0.04, -0.01, 0.02], [0.01, 0.00, 0.00], [0.00, 0.00, -0.01], [0.01, 0.02, -0.01], [0.00, -0.01, -0.01], [-0.01, -0.01, -0.01], [0.00, 0.01, -0.01], [0.02, 0.02, -0.01], [0.01, 0.01, 0.03], [0.00, 0.00, -0.02], [-0.01, 0.02, 0.00], [-0.03, -0.04, 0.05], [-0.01, 0.00, -0.02], [-0.02, 0.01, 0.00], [-0.01, 0.00, 0.00], [-0.01, 0.00, 0.02], [0.00, -0.01, -0.01], [-0.01, 0.01, -0.04], [0.01, 0.01, 0.00], [-0.01, -0.01, -0.01]]
}

| no. | E_tot (eV) |
| --- | --- |
| 1 | -75949.4385 |
| 2 | -13023.5936 |
| 3 | -12855.2689 |
| 4 | -11900.4944 |
| 5 | -26541.2309 |
| 6 | -10315.0072 |
| 7 | -13357.5677 |
| 8 | -241973.2090 |